{
  "formula": "C31H57CoN4O10P2Si",
  "method": "ωB97M-V/def2-TZVPD",
  "elements": ["Co", "C", "C", "C", "O", "P", "O", "C", "P", "O", "O", "C", "C", "C", "O", "C", "C", "C", "O", "C", "C", "C", "H", "H", "H", "H", "H", "H", "H", "H", "H", "H", "H", "H", "H", "H", "H", "H", "H", "H", "H", "H", "H", "H", "H", "H", "H", "H", "H", "H", "H", "H", "C", "C", "C", "C", "C", "C", "N", "N", "Si", "C", "C", "C", "H", "H", "H", "H", "H", "H", "H", "H", "H", "H", "H", "H", "H", "H", "H", "N", "C", "O", "C", "C", "C", "C", "N", "C", "H", "H", "H", "H", "H", "H", "C", "O", "H", "H", "H", "C", "C", "O", "O", "H", "H", "H"],
  "coordinates": [[-1.054, 1.270, 0.139], [4.472, -2.346, 1.199], [3.535, -1.979, 2.346], [4.306, -1.481, 3.560], [2.608, -0.953, 1.977], [1.090, -1.208, 1.472], [0.237, -0.104, 1.914], [1.139, -1.455, -0.295], [1.556, 0.078, -1.199], [0.986, 1.385, -0.810], [1.470, -0.382, -2.705], [2.382, -0.703, -3.749], [3.411, -1.747, -3.335], [3.025, 0.556, -4.311], [3.181, 0.184, -1.058], [3.985, 0.953, -0.139], [5.256, 1.328, -0.893], [3.345, 2.195, 0.469], [0.759, -2.661, 2.057], [0.045, -2.904, 3.295], [0.737, -2.231, 4.477], [-1.417, -2.506, 3.220], [4.978, -3.284, 1.429], [5.223, -1.573, 1.039], [3.906, -2.473, 0.276], [2.967, -2.871, 2.620], [4.890, -0.598, 3.296], [4.972, -2.262, 3.927], [3.617, -1.201, 4.356], [0.095, -1.680, -0.547], [1.813, -2.256, -0.589], [1.730, -1.136, -4.515], [4.067, -1.339, -2.569], [4.001, -2.038, -4.205], [2.910, -2.630, -2.934], [3.745, 0.963, -3.601], [2.247, 1.299, -4.484], [3.528, 0.323, -5.251], [4.247, 0.289, 0.685], [5.022, 2.028, -1.696], [5.725, 0.441, -1.320], [5.957, 1.804, -0.207], [3.011, 2.877, -0.310], [4.088, 2.690, 1.097], [2.485, 1.928, 1.078], [0.112, -3.990, 3.404], [0.841, -1.164, 4.276], [1.726, -2.658, 4.656], [0.133, -2.368, 5.373], [-1.510, -1.428, 3.095], [-1.921, -2.817, 4.136], [-1.895, -2.987, 2.371], [-3.510, 2.950, 1.440], [-3.820, 1.478, 1.421], [-5.038, 1.082, 1.945], [-5.384, -0.269, 1.902], [-4.506, -1.153, 1.351], [-3.237, -0.730, 0.833], [-2.926, 0.617, 0.894], [-2.362, -1.595, 0.348], [-2.682, -3.174, -0.152], [-1.199, -3.959, -1.049], [-3.031, -4.513, 1.188], [-4.184, -3.325, -1.325], [-3.905, 3.404, 2.349], [-3.979, 3.439, 0.583], [-2.434, 3.113, 1.380], [-5.707, 1.818, 2.369], [-6.338, -0.601, 2.296], [-4.743, -2.207, 1.294], [-0.421, -4.248, -0.339], [-0.750, -3.298, -1.792], [-1.525, -4.864, -1.567], [-2.134, -4.704, 1.783], [-3.329, -5.460, 0.732], [-3.824, -4.227, 1.884], [-4.220, -2.466, -1.997], [-5.122, -3.334, -0.766], [-4.158, -4.227, -1.940], [0.394, 6.263, -0.677], [-0.323, 6.216, -1.833], [-0.295, 7.130, -2.643], [-1.173, 5.007, -1.986], [-2.262, 5.020, -2.853], [-3.106, 3.925, -2.875], [-2.864, 2.875, -2.000], [-1.791, 2.831, -1.222], [-0.940, 3.845, -1.260], [1.003, 7.045, -0.518], [0.345, 5.523, 0.004], [-2.431, 5.889, -3.475], [-3.958, 3.893, -3.540], [-3.551, 2.040, -1.929], [-0.051, 3.701, -0.661], [0.019, 2.935, 2.528], [-0.530, 2.792, 1.274], [1.115, 3.083, 2.484], [-0.164, 2.077, 3.190], [-0.405, 3.825, 3.035], [-2.059, -0.859, -3.570], [-1.347, 0.274, -2.817], [-1.057, 1.292, -3.442], [-1.121, 0.022, -1.577], [-1.915, -0.742, -4.643], [-3.125, -0.795, -3.345], [-1.699, -1.831, -3.236]],
  "mulliken_spin": [0.971, 0.000, 0.001, 0.000, 0.006, -0.003, 0.019, 0.004, -0.006, 0.001, 0.000, 0.000, 0.000, 0.000, -0.001, 0.001, 0.000, 0.000, 0.002, 0.000, 0.000, -0.003, 0.000, 0.000, 0.000, 0.000, 0.000, 0.000, 0.000, -0.002, 0.000, 0.000, 0.000, 0.000, 0.000, 0.000, 0.000, 0.000, 0.000, 0.000, 0.000, 0.000, 0.000, 0.000, 0.000, 0.000, -0.001, 0.000, 0.000, 0.001, 0.000, 0.001, 0.004, 0.008, 0.001, -0.001, 0.001, 0.000, -0.013, 0.006, 0.000, 0.000, 0.000, 0.000, 0.000, 0.000, 0.000, 0.000, 0.000, 0.000, 0.000, 0.000, 0.000, 0.000, 0.000, 0.000, 0.000, 0.000, 0.000, 0.000, 0.001, 0.000, 0.006, -0.003, 0.002, 0.005, 0.025, 0.008, 0.000, 0.000, 0.000, 0.000, -0.001, -0.003, 0.003, -0.024, -0.001, -0.002, 0.000, -0.001, -0.005, -0.001, -0.006, 0.000, 0.000, 0.000],
  "energy_ha": -4542.19093,
  "multiplicity": 2,
  "charge": -1,
  "orbital_gap_ha": [0.2306, 0.2303]
}